# 1
# C28H20Br2F3O4S

2 unconnected molecules or ions with the total composition C28H20Br2F3O4S in a non-equilibrium geometry (the ωB97M-V functional and the def2-TZVPD basis, the OMol25 dataset).

Positions of all 58 atoms, in Å:
C -5.489 3.193 2.846
O -5.033 2.122 1.987
C -3.754 1.676 2.069
C -2.766 2.232 2.923
C -1.449 1.843 2.761
C -1.048 0.900 1.766
C 0.316 0.622 1.471
C 1.396 1.470 1.782
C 2.724 0.925 1.935
C 3.828 1.723 1.998
Br 5.576 0.993 2.021
C 3.728 3.207 1.917
O 4.708 3.924 1.689
C 2.338 3.734 1.989
Br 2.134 5.610 2.101
C 1.259 2.902 1.875
C -2.093 0.225 1.069
C -3.399 0.628 1.177
H -6.537 3.328 2.574
H -5.409 2.910 3.904
H -4.930 4.121 2.660
H -3.036 2.986 3.668
H -0.692 2.275 3.415
H 0.547 -0.307 0.948
H 2.850 -0.160 1.960
H 0.269 3.355 1.837
H -1.825 -0.602 0.412
H -4.186 0.180 0.574
F -3.287 -6.686 -1.121
C -3.633 -5.388 -0.866
F -4.759 -5.115 -1.593
F -3.995 -5.323 0.458
C -2.516 -4.432 -1.184
C -2.828 -3.152 -1.637
C -1.815 -2.229 -1.816
C -0.440 -2.561 -1.586
C 0.521 -1.533 -1.691
S 2.227 -1.813 -1.676
C 3.016 -0.330 -2.343
C 3.337 -0.256 -3.701
C 4.037 0.852 -4.186
C 4.437 1.875 -3.321
C 4.127 1.793 -1.959
C 3.422 0.688 -1.478
O 2.704 -1.887 -0.306
O 2.590 -2.849 -2.620
C -0.162 -3.920 -1.201
C -1.189 -4.824 -0.983
H -3.858 -2.876 -1.845
H -2.037 -1.211 -2.145
H 0.212 -0.494 -1.817
H 3.053 -1.072 -4.363
H 4.279 0.901 -5.248
H 4.985 2.738 -3.699
H 4.439 2.571 -1.263
H 3.209 0.598 -0.415
H 0.873 -4.237 -1.059
H -0.977 -5.843 -0.664

total charge: -1
largest force on an atom: 0.038 hartree/bohr
Kohn-Sham gap: 4.1649 eV
total energy: -7225.769633 a.u.
2S+1: 1

=====

# 2
# C28H20Br4ClEuF5N3O2

A molecular structure, C28H20Br4ClEuF5N3O2 in a non-equilibrium geometry (the ωB97M-V functional and the def2-TZVPD basis, the OMol25 dataset).

Positions of all 64 atoms, in Å:
Eu 0.092 1.023 -0.967
Br -1.394 2.453 1.373
C -2.663 1.111 1.921
C -3.984 1.466 1.891
C -4.965 0.473 2.020
C -4.592 -0.841 2.068
C -3.233 -1.216 2.105
C -2.852 -2.575 2.072
C -1.534 -2.926 2.099
C -0.551 -1.948 2.294
C -0.865 -0.609 2.333
C -2.223 -0.212 2.138
H -4.271 2.492 1.722
H -6.006 0.758 2.013
H -5.341 -1.620 2.069
H -3.627 -3.325 2.020
H -1.237 -3.962 2.035
H 0.468 -2.261 2.468
Br 4.598 0.509 5.097
C 3.376 0.061 3.699
C 2.513 0.978 3.242
C 1.496 0.596 2.204
C 1.967 -0.561 1.352
C 2.835 -1.505 1.966
C 3.477 -1.244 3.135
N 1.499 -0.606 0.105
C 1.796 -1.613 -0.733
C 1.277 -1.715 -2.035
C 1.608 -2.845 -2.832
C 1.106 -2.973 -4.094
C 0.233 -1.989 -4.576
C -0.057 -0.921 -3.761
N 0.461 -0.731 -2.538
H 2.506 1.983 3.632
H 1.321 1.476 1.557
H 3.025 -2.450 1.480
H 4.127 -1.970 3.595
H 2.445 -2.422 -0.412
H 2.262 -3.598 -2.417
H 1.363 -3.821 -4.713
H -0.207 -2.060 -5.556
H -0.746 -0.157 -4.109
Br 2.859 0.776 -4.114
C 2.074 2.514 -4.374
Br 0.180 2.501 -3.858
H 2.146 2.782 -5.425
H 2.598 3.227 -3.744
N -0.205 0.819 4.013
C 0.137 0.330 2.906
H 0.474 1.421 4.473
Cl -2.939 -1.990 -2.507
C -3.492 -0.431 -1.865
C -2.254 0.272 -1.335
O -1.938 1.396 -1.784
O -1.562 -0.306 -0.472
H -4.195 -0.645 -1.060
H -3.955 0.139 -2.669
F 2.127 1.976 -1.134
C 1.609 3.015 -0.242
F 0.346 3.256 -0.919
C 2.421 4.253 -0.615
F 3.670 4.193 -0.145
F 1.857 5.359 -0.130
F 2.538 4.438 -1.960

total charge: -1
ΔE to the lowest compared entry with this formula, charge and spin: 106.4 kJ/mol
largest force on an atom: 0.058 hartree/bohr
Kohn-Sham gap (spin up / spin down): 5.0387 / 5.7050 eV
total energy: -13359.693936 a.u.
2S+1: 8

=====

# 3
# C28H20F3NSSbTcTe

A molecular structure, C28H20F3NSSbTcTe in a non-equilibrium geometry (the ωB97M-V functional and the def2-TZVPD basis, the OMol25 dataset).

Positions of all 56 atoms, in Å:
Tc 0.904 0.603 0.953
C -0.548 0.412 3.803
C 0.939 0.358 3.971
C 1.524 0.354 5.250
C 2.885 0.345 5.376
C 3.706 0.295 4.230
C 5.121 0.253 4.283
C 5.840 0.175 3.126
C 5.182 0.122 1.875
C 3.817 0.164 1.797
S 2.952 0.052 0.251
C 3.069 0.272 2.984
N 1.695 0.349 2.880
H -1.052 -0.021 4.666
H -0.871 -0.136 2.914
H -0.880 1.445 3.693
H 0.880 0.368 6.118
H 3.345 0.365 6.358
H 5.615 0.276 5.247
H 6.921 0.149 3.159
H 5.762 0.042 0.963
Te 0.161 2.972 0.796
F -6.629 0.888 0.315
C -5.337 0.755 -0.013
C -4.865 1.412 -1.129
C -3.525 1.268 -1.469
C -2.681 0.473 -0.696
C -3.193 -0.164 0.437
C -4.529 -0.032 0.785
Sb -0.634 0.246 -1.180
C -0.506 -1.820 -1.637
C -0.703 -2.729 -0.597
C -0.569 -4.093 -0.811
C -0.217 -4.526 -2.074
F -0.077 -5.841 -2.287
C 0.007 -3.658 -3.121
C -0.138 -2.295 -2.895
C -0.549 1.190 -3.044
C -1.311 0.678 -4.098
C -1.290 1.302 -5.336
C -0.509 2.433 -5.490
F -0.489 3.039 -6.683
C 0.247 2.966 -4.467
C 0.227 2.331 -3.233
H -5.538 2.023 -1.716
H -3.150 1.786 -2.344
H -2.556 -0.780 1.064
H -4.947 -0.525 1.652
H -0.968 -2.388 0.398
H -0.731 -4.816 -0.023
H 0.289 -4.048 -4.090
H 0.045 -1.609 -3.713
H -1.935 -0.198 -3.959
H -1.866 0.930 -6.173
H 0.836 3.857 -4.642
H 0.827 2.732 -2.424

total charge: +1
ΔE to the lowest compared entry with this formula, charge and spin: 0.0 kJ/mol
largest force on an atom: 0.044 hartree/bohr
Kohn-Sham gap (spin up / spin down): 6.3056 / 6.3866 eV
total energy: -2420.365088 a.u.
2S+1: 2

=====

# 4
# C28H21BCaCl2N4O7

A molecular structure, C28H21BCaCl2N4O7 in a non-equilibrium geometry (the ωB97M-V functional and the def2-TZVPD basis, the OMol25 dataset).

Positions of all 64 atoms, in Å:
Ca 10.539 11.982 11.194
Cl 13.392 6.714 7.274
C 12.393 8.043 7.836
C 12.255 8.287 9.205
C 11.431 9.243 9.686
N 11.406 9.647 11.000
C 11.852 8.983 12.051
O 12.386 7.885 12.205
C 11.425 9.674 13.378
C 11.865 9.189 14.597
C 11.446 9.738 15.786
C 10.623 10.826 15.761
C 10.196 11.253 14.496
N 10.607 10.759 13.354
C 10.686 10.030 8.789
C 10.947 9.894 7.405
C 11.724 8.847 6.944
Cl 11.700 8.551 5.184
N 9.851 10.987 9.279
C 8.837 11.554 8.472
O 8.516 11.282 7.305
C 8.088 12.616 9.126
C 6.945 13.113 8.617
C 6.028 13.696 9.530
C 6.115 13.142 10.839
C 7.329 12.813 11.310
N 8.447 13.164 10.475
H 12.808 7.665 9.912
H 12.500 8.322 14.549
H 11.842 9.280 16.644
H 10.345 11.421 16.643
H 9.650 12.177 14.414
H 10.381 10.481 6.650
H 6.689 13.125 7.570
H 5.145 14.125 9.121
H 5.282 12.994 11.601
H 7.589 12.237 12.185
C 14.462 13.048 12.738
C 13.286 13.679 12.022
C 13.715 15.038 11.397
O 12.865 12.773 10.963
C 12.135 13.960 12.965
O 12.479 14.306 14.106
O 10.957 13.744 12.569
H 15.364 13.036 12.090
H 14.321 12.012 13.022
H 14.693 13.604 13.573
H 14.636 14.964 10.717
H 13.900 15.737 12.181
H 12.880 15.335 10.821
H 13.624 12.227 10.693
O 9.650 15.038 9.392
B 8.803 14.535 10.400
O 8.544 15.463 11.410
C 9.254 16.562 10.996
C 9.465 17.732 11.678
C 10.266 18.740 11.038
C 10.782 18.497 9.780
C 10.636 17.275 9.134
C 9.880 16.324 9.778
H 9.023 17.951 12.668
H 10.423 19.666 11.526
H 11.350 19.289 9.314
H 11.078 17.131 8.124

total charge: -2
ΔE to the lowest compared entry with this formula, charge and spin: 0.0 kJ/mol
largest force on an atom: 0.050 hartree/bohr
Kohn-Sham gap: 5.2151 eV
total energy: -3448.473730 a.u.
2S+1: 1